(1)
ORCA calculation (wB97M-V/def2-TZVPD) on the molecule C17H17FN6O3 in a non-equilibrium geometry.

Last column: Löwdin charge in e.
Atoms and positions in Å:
O 3.197932 2.365548 -1.727906  0.074
C 3.133339 2.066996 -0.556675  -0.476
N 3.850977 1.111220 0.051738  0.084
H 3.605615 0.873743 1.007197  0.110
C 4.661002 0.164167 -0.674638  -0.101
H 4.968974 0.629009 -1.613533  0.131
H 5.546463 -0.074117 -0.082251  0.131
C 3.880320 -1.129267 -1.004985  -0.320
C 3.499524 -1.934014 0.241971  -0.119
H 2.658551 -2.587450 0.006994  0.122
C 4.761450 -2.762922 0.480592  -0.150
H 5.466971 -2.217670 1.107478  0.106
C 5.322027 -2.944285 -0.937383  -0.187
H 5.103724 -3.940225 -1.337174  0.118
H 6.405840 -2.787126 -0.975274  0.117
O 4.677824 -1.998057 -1.780511  -0.099
H 4.547038 -3.716504 0.956753  0.109
H 3.228045 -1.314129 1.092944  0.098
H 3.010745 -0.855977 -1.613789  0.154
C 2.158061 2.785659 0.405487  -0.030
N 0.941451 1.999727 0.509263  0.035
C -0.106148 2.272593 -0.300250  -0.097
N -1.230760 1.641087 -0.340840  0.149
C -1.310069 0.608630 0.526255  -0.193
N -2.316312 -0.267997 0.761214  0.012
N -1.910406 -1.131288 1.718675  0.063
N -0.734661 -0.862777 2.095890  0.097
C -0.287326 0.213711 1.402562  -0.117
C 0.961703 0.914362 1.419917  -0.344
O 1.958546 0.683006 2.074229  0.063
C -3.588347 -0.359860 0.185359  -0.181
C -4.450585 -1.358418 0.630338  -0.006
C -5.711551 -1.467473 0.079012  0.003
C -6.088991 -0.574064 -0.909818  -0.277
C -5.240504 0.422219 -1.361039  0.004
C -3.978099 0.531249 -0.809062  -0.002
H -3.296016 1.297213 -1.140947  0.093
H -5.570436 1.098487 -2.133108  0.121
F -7.317913 -0.677583 -1.448068  0.063
H -6.399821 -2.230837 0.404146  0.121
H -4.117640 -2.033437 1.401944  0.107
H 0.016830 3.102986 -0.981156  0.146
H 1.921173 3.769776 0.001291  0.134
H 2.596948 2.876349 1.401344  0.135

Force components x, y, z for each atom (eV/Å):
O -0.1 0.1 -0.5
C -0.2 0.4 0.6
N 0.2 -0.4 0.3
H -0.1 0.2 -0.2
C 0.0 -0.3 -0.5
H 0.1 -0.1 0.1
H 0.0 0.0 0.0
C -0.2 0.4 0.2
C 0.1 0.0 -0.2
H 0.0 0.0 0.0
C 0.0 0.1 -0.2
H 0.0 0.0 0.0
C 0.2 -0.4 0.1
H 0.1 0.1 0.1
H -0.1 -0.1 0.0
O 0.0 0.1 -0.1
H 0.0 0.0 0.1
H -0.1 0.0 0.0
H 0.1 0.0 0.1
C 0.6 0.1 -0.2
N -0.1 -0.2 0.3
C -0.3 0.1 -0.2
N -0.4 0.1 -0.3
C 1.1 -0.2 0.7
N 1.2 0.8 -0.1
N -0.8 -0.8 0.2
N 0.8 -0.1 0.5
C -1.0 0.4 -0.8
C -0.1 -0.1 0.1
O 0.0 0.0 0.3
C -0.9 -0.2 -0.3
C 0.1 0.1 0.0
C -0.1 0.2 -0.2
C 0.2 0.1 0.1
C -0.3 -0.2 0.1
C 0.1 -0.1 0.1
H 0.0 0.0 0.0
H 0.0 0.1 -0.1
F 0.0 0.0 0.0
H -0.1 -0.1 0.0
H 0.0 -0.1 0.0
H 0.2 0.1 0.0
H 0.0 -0.1 0.0
H -0.1 0.1 -0.1

SMILES string	O=C(Cn1cnc2c(nnn2-c2ccc(F)cc2)c1=O)NC[C@@H]1CCCO1
E_LUMO	-0.1	eV
net charge	0
max |F|	0.028	Eh/bohr
energy above the lowest of the compared OMol25 structures with the same formula, charge and spin	0.145	eV
gap between HOMO and LUMO	9.07	eV

(2)
ORCA calculation (wB97M-V/def2-TZVPD) on a structure of composition C17H17KN4O4.

Last column: Löwdin charge in e.
Atoms and positions in Å:
K 0.559330 0.939676 -0.193715  0.889
C 3.019270 3.319130 3.168481  -0.076
C 2.125981 2.188336 2.659604  -0.560
O 2.226336 1.926867 1.432992  -0.174
C 1.288978 1.580579 3.605434  -0.078
C 0.252168 0.604018 3.333153  -0.380
C -0.486511 0.027520 4.523047  -0.081
N -0.056266 0.245497 2.131895  -0.068
N -1.053882 -0.732794 2.034598  0.016
C -1.751377 -0.675747 0.922090  -0.546
O -1.708169 0.144341 -0.046129  -0.208
C -2.800694 -1.780635 0.835418  -0.133
C -3.017448 -2.717337 1.847948  -0.050
C -3.996326 -3.694406 1.716412  -0.124
C -4.781776 -3.758929 0.567605  -0.146
C -4.573407 -2.829967 -0.443067  -0.118
C -3.592509 -1.850485 -0.305853  -0.039
H 2.850189 4.195271 2.536214  0.064
H 4.071116 3.034741 3.055086  0.059
H 2.825581 3.579605 4.213415  0.047
H 1.371318 1.923664 4.630442  0.051
H -0.204960 0.549933 5.440997  0.047
H -0.253691 -1.035577 4.631201  0.061
H -1.564090 0.092570 4.371124  0.056
H -2.393734 -2.649456 2.731556  0.094
H -4.151108 -4.412770 2.514412  0.081
H -5.545618 -4.522215 0.465638  0.077
H -5.177139 -2.868359 -1.342790  0.082
H -3.408904 -1.110599 -1.076323  0.105
C 2.458509 -1.144282 -4.949903  -0.064
N 2.195693 0.175099 -4.423007  -0.082
C 2.504992 1.310480 -5.114516  -0.115
C 2.266354 2.526458 -4.607240  -0.028
C 1.615616 2.634843 -3.286132  -0.541
O 1.317262 3.747549 -2.842432  -0.033
N 1.379685 1.473647 -2.597278  0.068
C 1.660371 0.264449 -3.104456  -0.549
O 1.487620 -0.819822 -2.527170  -0.026
H 2.877955 -1.042812 -5.952515  0.070
H 1.542997 -1.734875 -4.999098  0.084
H 3.156795 -1.690288 -4.314647  0.083
H 2.953461 1.160101 -6.089949  0.102
H 2.510033 3.426982 -5.152542  0.084

Force components x, y, z for each atom (eV/Å):
K 0.8 0.3 -0.5
C 0.1 0.1 0.1
C -0.2 -0.2 0.1
O 0.2 0.2 0.4
C -0.1 0.0 -0.2
C 0.2 0.1 0.0
C 0.1 0.0 0.1
N -0.3 -0.2 0.4
N -0.1 -0.1 0.2
C -0.2 0.0 0.1
O -0.7 -0.5 0.4
C 0.1 0.1 0.0
C 0.0 0.0 0.0
C 0.1 0.1 0.0
C 0.1 0.1 0.0
C 0.1 0.1 0.1
C -0.1 -0.1 -0.1
H 0.0 0.0 0.0
H 0.0 0.0 0.0
H 0.0 0.0 -0.1
H 0.0 0.0 0.0
H 0.0 0.0 0.0
H 0.0 0.0 0.0
H 0.0 0.0 0.0
H 0.0 0.0 0.0
H 0.0 0.0 0.0
H 0.0 0.0 0.0
H 0.0 0.0 0.0
H 0.0 0.0 0.0
C 0.0 0.1 0.0
N 0.0 0.0 0.0
C 0.0 0.0 0.0
C -0.1 -0.1 0.0
C 0.1 -0.2 0.0
O 0.0 -0.1 0.0
N 0.2 0.2 -0.8
C 0.0 -0.1 -0.1
O 0.0 0.4 0.0
H 0.0 0.0 0.0
H 0.0 0.0 0.0
H 0.0 0.0 0.0
H 0.0 0.0 0.0
H 0.0 0.0 0.0

E_LUMO	4.6	eV
net charge	-2
max |F|	0.019	Eh/bohr
energy above the lowest of the compared OMol25 structures with the same formula, charge and spin	0.167	eV
gap between HOMO and LUMO	4.83	eV

(3)
ORCA calculation (wB97M-V/def2-TZVPD) on the molecule C17H17N3O4S in a non-equilibrium geometry.

Last column: Löwdin charge in e.
Atoms and positions in Å:
N -0.398485 0.992710 -5.865663  0.174
O -0.377802 3.300836 -2.910064  0.068
O 2.630993 -0.632380 6.184233  -0.341
O 2.479846 -1.677679 3.956109  -0.310
C -0.459522 0.863710 -4.692765  -0.142
O -0.392540 -2.540387 -3.107346  0.035
C -0.557457 2.171351 -2.477320  -0.375
C -0.924929 -3.666346 -3.713031  -0.105
C -2.138388 -3.408810 -4.246116  -0.053
C -2.363145 -2.000962 -3.968665  -0.015
C -1.347988 -1.530715 -3.174729  -0.252
C 1.429749 0.962808 2.185542  0.022
C -0.612835 0.735573 3.316052  -0.002
C 0.658759 0.860954 0.972891  0.017
C -1.406103 0.736420 2.159821  0.002
C 0.765550 0.821903 3.389784  -0.401
C -0.738752 0.925945 0.967704  -0.238
N -0.782635 2.193021 -1.113750  0.131
N 1.474254 0.781153 4.487612  -0.074
C -0.449652 0.799003 -3.227431  -0.133
C -1.359665 1.060153 -0.332292  -0.251
C -1.415735 -0.350351 -1.056370  -0.021
C -1.449294 -0.196291 -2.603449  -0.220
C 4.282366 0.266581 4.422791  -0.103
S 2.612395 -0.419564 4.737899  0.687
H -0.387729 -4.602121 -3.827819  0.123
H -2.766896 -4.036282 -4.884927  0.110
H -3.220841 -1.406032 -4.332729  0.128
H 2.491724 1.125075 2.139284  0.102
H -1.219250 0.735715 4.210839  0.113
H 1.217763 0.911356 0.090307  0.098
H -2.480036 0.734298 2.155197  0.117
H -0.488421 2.993971 -0.635422  0.131
H 0.908865 0.908224 5.346090  0.151
H 0.522490 0.470622 -3.101568  0.135
H -2.419403 1.270802 -0.213388  0.139
H -2.321645 -0.837738 -0.649230  0.146
H -0.500456 -0.922342 -0.880703  0.127
H -2.323006 0.287251 -2.782482  0.124
H 4.930693 -0.432840 3.995688  0.044
H 4.162127 1.145730 3.758515  0.062
H 4.735037 0.605676 5.320899  0.051

Force components x, y, z for each atom (eV/Å):
N -0.2 -0.6 3.9
O 0.4 -1.2 -1.7
O -0.7 0.8 -1.2
O -0.4 3.4 0.5
C -0.6 1.2 -3.7
O -0.2 0.2 1.0
C 0.3 2.5 1.0
C -0.5 0.3 -0.5
C 0.1 1.3 -0.4
C -0.6 -0.3 0.2
C -2.4 -2.5 -3.4
C -1.8 -0.7 -2.5
C -2.2 -0.3 0.7
C 0.9 1.1 3.1
C 1.7 1.0 0.1
C -2.1 0.4 -5.2
C 1.9 -1.0 0.6
N -0.7 -4.8 -0.9
N 1.6 -0.3 4.9
C -1.1 1.3 0.9
C -1.3 -0.3 -1.9
C 1.4 1.8 -0.4
C 3.1 -0.4 1.9
C -2.0 2.0 -1.1
S 2.1 -4.0 2.0
H 0.5 0.6 0.6
H 0.5 0.1 0.5
H 0.6 -0.5 0.5
H 0.2 -0.2 -0.1
H 0.3 -0.3 0.6
H 0.5 0.2 -1.4
H -0.3 0.0 0.4
H 0.2 1.3 0.5
H 0.9 -0.3 -0.4
H 2.3 -0.7 1.1
H -0.3 0.4 0.2
H 0.7 -0.1 -0.5
H -0.2 -0.1 0.6
H -3.2 0.4 -1.2
H 0.5 -1.4 -0.9
H 0.2 -0.5 0.2
H -0.2 0.2 1.1

SMILES string	CS(=O)(=O)Nc1ccc([C@@H]2C[C@H](c3ccco3)[C@@H](C#N)C(=O)N2)cc1
E_LUMO	0.4	eV
net charge	0
max |F|	0.109	Eh/bohr
energy above the lowest of the compared OMol25 structures with the same formula, charge and spin	5.852	eV
gap between HOMO and LUMO	9.30	eV

no.,HOMO energy (eV)
1,-9.2
2,-0.2
3,-8.9